## i
The ion C4H9N2 with charge +1. Source: the Open Molecules 2025 dataset; level of theory: ωB97M-V/def2-TZVPD.

Output
Net charge: +1
Orbital gap (spin up / spin down), eV: 9.1 / 8.2

Last columns: bonded neighbours and bond lengths (Å).
Element x y z (Å)
1 C 1.061 -0.439 0.931  N2 1.448, N3 1.538, H5 1.042, H6 1.159
2 N 0.216 0.200 1.917  C1 1.448, H8 1.096, C12 1.392
3 N -0.187 -0.782 0.102  C1 1.538, C9 1.468, H10 1.026, C12 1.580
4 H -1.074 1.622 -1.589  C15 1.035
5 H 1.524 0.100 0.169  C1 1.042
6 H 1.796 -1.232 1.348  C1 1.159
7 H -1.185 -0.657 -1.675  C9 1.010
8 H 0.527 0.882 2.718  N2 1.096
9 C -0.283 -0.386 -1.309  N3 1.468, H7 1.010, H13 1.067, C15 1.488
10 H -0.611 -1.706 0.238  N3 1.026
11 H 0.708 1.755 -1.763  C15 1.161
12 C -0.887 0.251 1.070  N2 1.392, N3 1.580, H14 1.052
13 H 0.514 -0.824 -1.867  C9 1.067
14 H -1.926 0.125 1.172  C12 1.052
15 C -0.194 1.091 -1.461  H4 1.035, C9 1.488, H11 1.161


## ii
The ion C4H9N2 with charge +1. Source: the Open Molecules 2025 dataset; level of theory: ωB97M-V/def2-TZVPD.

Output
Net charge: +1
Orbital gap, eV: 8.6

Last columns: bonded neighbours and bond lengths (Å).
Element x y z (Å)
1 H -2.366 -1.941 -0.757  C14 1.140
2 H 2.703 -0.367 0.683  C12 1.105
3 H -2.413 -0.014 -0.818  C14 1.126
4 H 0.065 -1.245 -0.388  N13 0.953
5 H -0.777 1.422 -0.903  C11 1.109
6 H 1.214 -0.346 1.884  C12 1.046
7 H -1.981 -0.714 0.616  C14 1.133
8 C 1.629 1.524 1.087  N10 1.301, C12 1.458, H15 1.036
9 H -0.437 -0.908 -1.972  N13 1.111
10 N 1.051 0.873 0.120  C8 1.301, C11 1.328, C12 1.476
11 C 0.077 0.727 -0.770  H5 1.109, N10 1.328, N13 1.439
12 C 1.790 0.076 1.119  H2 1.105, H6 1.046, C8 1.458, N10 1.476
13 N -0.432 -0.613 -0.901  H4 0.953, H9 1.111, C11 1.439, C14 1.539
14 C -1.876 -0.947 -0.488  H1 1.140, H3 1.126, H7 1.133, N13 1.539
15 H 1.751 2.471 1.488  C8 1.036


Which of them is the most stable? Correct choice: ii.


## i
A cluster of 2 separate species, C4H9N2 in total. Source: the Open Molecules 2025 dataset; level of theory: ωB97M-V/def2-TZVPD.

Output
Net charge: +1
Orbital gap, eV: 11.4

Last columns: bonded neighbours and bond lengths (Å).
Element x y z (Å)
1 H 3.640 -1.428 0.508  N13 1.038
2 H -3.751 0.512 0.396  C7 1.080
3 H -2.459 0.423 1.670  C7 1.075
4 N 0.432 -0.731 -0.365  C12 1.130
5 H -3.014 -0.992 0.624  C7 1.063
6 C 3.250 0.340 -0.301  H9 1.018, N13 1.278, H14 1.142
7 C -2.836 0.050 0.734  H2 1.080, H3 1.075, H5 1.063, C8 1.572
8 C -1.864 0.403 -0.451  C7 1.572, H10 1.153, H11 1.140, C12 1.434
9 H 4.164 0.767 -0.160  C6 1.018
10 H -2.442 0.011 -1.369  C8 1.153
11 H -1.714 1.532 -0.420  C8 1.140
12 C -0.575 -0.217 -0.357  N4 1.130, C8 1.434
13 N 2.891 -0.784 0.192  H1 1.038, C6 1.278, H15 1.123
14 H 2.481 1.078 -0.710  C6 1.142
15 H 1.798 -0.965 0.009  N13 1.123


## ii
The ion C4H9N2 with charge +1. Source: the Open Molecules 2025 dataset; level of theory: ωB97M-V/def2-TZVPD.

Output
Net charge: +1
Orbital gap, eV: 9.8

Last columns: bonded neighbours and bond lengths (Å).
Element x y z (Å)
1 C 2.093 -0.181 -1.515  H2 1.069, N6 1.259, H8 1.185
2 H 2.653 -0.324 -0.616  C1 1.069
3 H -2.073 0.092 1.936  C14 1.012
4 H 0.687 1.789 -0.232  C5 1.103
5 C 0.639 0.704 -0.038  H4 1.103, N6 1.392, H9 1.094, C11 1.478
6 N 0.935 0.275 -1.329  C1 1.259, C5 1.392
7 H -1.417 -0.341 -1.677  N12 1.095
8 H 2.466 -0.595 -2.561  C1 1.185
9 H 1.474 0.517 0.644  C5 1.094
10 H -0.477 0.157 2.563  C14 1.091
11 C -0.703 0.183 0.295  C5 1.478, N12 1.273, C14 1.623
12 N -1.539 -0.151 -0.606  H7 1.095, C11 1.273, H15 1.036
13 H -1.132 -1.305 1.763  C14 1.048
14 C -1.134 -0.258 1.796  H3 1.012, H10 1.091, C11 1.623, H13 1.048
15 H -2.471 -0.564 -0.424  N12 1.036


## iii
The ion C4H9N2 with charge +1. Source: the Open Molecules 2025 dataset; level of theory: ωB97M-V/def2-TZVPD.

Output
Net charge: +1
Orbital gap, eV: 8.6

Last columns: bonded neighbours and bond lengths (Å).
Element x y z (Å)
1 H 0.771 1.789 -2.730  C3 1.032
2 H 0.817 -2.188 2.242  C12 1.086
3 C 0.436 1.349 -1.858  H1 1.032, N4 1.251, H10 1.078
4 N -0.726 1.368 -1.394  C3 1.251, C6 1.399, H7 0.999
5 H -2.262 0.410 -0.651  C6 1.104
6 C -1.254 0.685 -0.294  N4 1.399, H5 1.104, C11 1.554, H14 1.062
7 H -1.407 1.827 -1.964  N4 0.999
8 H 1.352 -0.632 2.902  C12 1.189
9 H 2.282 -1.197 1.599  C12 1.086
10 H 1.216 0.752 -1.414  C3 1.078
11 C -0.458 -0.517 0.285  C6 1.554, H13 1.081, N15 1.293
12 C 1.238 -1.249 1.892  H2 1.086, H8 1.189, H9 1.086, N15 1.406
13 H -1.115 -1.352 0.084  C11 1.081
14 H -1.404 1.324 0.541  C6 1.062
15 N 0.581 -0.347 1.037  C11 1.293, C12 1.406


## iv
The ion C4H9N2 with charge +1. Source: the Open Molecules 2025 dataset; level of theory: ωB97M-V/def2-TZVPD.

Output
Net charge: +1
Orbital gap, eV: 9.0

Last columns: bonded neighbours and bond lengths (Å).
Element x y z (Å)
1 C -0.536 -0.359 0.015  H4 1.050, C8 1.404, N13 1.255
2 N -2.972 -0.042 -0.011  H3 1.061, H7 1.091, C8 1.492, H11 1.037
3 H -2.982 -1.014 -0.436  N2 1.061
4 H -0.650 -1.399 -0.076  C1 1.050
5 H 1.814 -0.137 1.533  C10 1.014
6 H 3.791 -0.620 0.016  C12 1.099
7 H -3.511 0.101 0.927  N2 1.091
8 C -1.604 0.552 0.043  C1 1.404, N2 1.492, H15 1.078
9 H 3.457 1.069 -0.380  C12 1.089
10 C 1.757 0.056 0.540  H5 1.014, C12 1.449, N13 1.242
11 H -3.635 0.279 -0.741  N2 1.037
12 C 2.992 0.097 -0.218  H6 1.099, H9 1.089, C10 1.449, H14 1.066
13 N 0.690 -0.107 -0.075  C1 1.255, C10 1.242
14 H 2.847 -0.093 -1.257  C12 1.066
15 H -1.458 1.617 0.120  C8 1.078


Which of them is the most stable? Correct choice: i.


## i
An isolated molecule of C4H9N. Source: the Open Molecules 2025 dataset; level of theory: ωB97M-V/def2-TZVPD.

Output
Orbital gap, eV: 9.3

Last columns: bonded neighbours and bond lengths (Å).
Element x y z (Å)
1 H -0.717 3.058 1.135  N10 1.012
2 H -0.648 -1.556 0.776  C12 1.087
3 H 1.958 -1.292 -0.996  C7 1.103
4 H 1.230 -2.751 -0.171  C7 1.086
5 H -0.733 0.819 1.582  C8 1.091
6 H -0.624 3.002 -0.413  N10 1.015
7 C 1.241 -1.668 -0.247  H3 1.103, H4 1.086, C12 1.529, H13 1.098
8 C -0.696 1.114 0.533  H5 1.091, C9 1.320, N10 1.401
9 C -0.324 0.271 -0.413  C8 1.320, C12 1.534, H14 1.085
10 N -1.005 2.471 0.363  H1 1.012, H6 1.015, C8 1.401
11 H -0.830 -1.575 -1.011  C12 1.086
12 C -0.225 -1.241 -0.174  H2 1.087, C7 1.529, C9 1.534, H11 1.086
13 H 1.835 -1.132 0.506  C7 1.098
14 H -0.463 0.482 -1.468  C9 1.085


## ii
An isolated molecule of C4H9N. Source: the Open Molecules 2025 dataset; level of theory: ωB97M-V/def2-TZVPD.

Output
Orbital gap, eV: 9.3

Last columns: bonded neighbours and bond lengths (Å).
Element x y z (Å)
1 C 0.064 -1.050 -0.058  H6 1.081, C7 1.314, C10 1.606
2 C -0.125 1.508 -0.013  C7 1.495, H11 1.094, H13 1.095, H14 1.093
3 H -1.766 -2.249 -0.114  C10 1.093
4 H 2.465 1.061 -0.049  N8 1.018
5 H 2.503 -0.509 0.491  N8 1.018
6 H 0.604 -1.987 -0.070  C1 1.081
7 C 0.543 0.171 0.016  C1 1.314, C2 1.495, N8 1.517
8 N 2.050 0.137 -0.152  H4 1.018, H5 1.018, C7 1.517
9 H -1.950 -0.817 0.913  C10 1.092
10 C -1.536 -1.184 -0.029  C1 1.606, H3 1.093, H9 1.092, H12 1.092
11 H -0.036 1.955 -1.007  C2 1.094
12 H -1.986 -0.664 -0.878  C10 1.092
13 H 0.356 2.181 0.704  C2 1.095
14 H -1.186 1.447 0.245  C2 1.093


Which of them is the most stable? Correct choice: ii.


## i
A cluster of 2 separate species, C4H9N in total. Source: the Open Molecules 2025 dataset; level of theory: ωB97M-V/def2-TZVPD.

Output
Orbital gap, eV: 10.5

Last columns: bonded neighbours and bond lengths (Å).
Element x y z (Å)
1 H -0.200 2.654 -2.133  C12 1.091
2 C -1.492 3.533 -3.491  H6 1.083, C12 1.325, H13 1.086
3 C 0.344 -3.424 1.588  H4 1.098, H10 1.086, N14 1.264
4 H -0.420 -3.744 2.308  C3 1.098
5 H 0.970 -1.570 3.653  C8 1.096
6 H -2.368 2.945 -3.248  C2 1.083
7 H 0.398 4.256 -2.641  C12 1.083
8 C 0.588 -1.349 2.650  H5 1.096, H9 1.091, H11 1.082, N14 1.474
9 H -0.492 -1.244 2.765  C8 1.091
10 H 0.585 -4.079 0.756  C3 1.086
11 H 1.018 -0.466 2.195  C8 1.082
12 C -0.424 3.554 -2.707  H1 1.091, C2 1.325, H7 1.083
13 H -1.571 4.148 -4.382  C2 1.086
14 N 1.114 -2.450 1.824  C3 1.264, C8 1.474


## ii
An isolated molecule of C4H9N. Source: the Open Molecules 2025 dataset; level of theory: ωB97M-V/def2-TZVPD.

Output
Orbital gap, eV: 10.1

Last columns: bonded neighbours and bond lengths (Å).
Element x y z (Å)
1 C -0.601 1.020 1.162  H2 1.128, C5 1.352, C7 1.582
2 H 0.052 1.860 1.537  C1 1.128
3 H -2.482 2.022 1.902  C5 1.140
4 H 0.287 -0.983 0.925  C7 1.106
5 C -1.930 1.211 1.320  C1 1.352, H3 1.140, H12 1.039
6 N 0.927 0.099 -0.726  C7 1.512, C10 1.476, H11 0.992
7 C -0.165 -0.213 0.272  C1 1.582, H4 1.106, N6 1.512, H14 1.136
8 H 2.073 -1.605 -0.432  C10 1.078
9 H 2.393 -1.040 -2.116  C10 1.189
10 C 1.577 -1.116 -1.255  N6 1.476, H8 1.078, H9 1.189, H13 1.180
11 H 0.588 0.784 -1.359  N6 0.992
12 H -2.572 0.676 0.703  C5 1.039
13 H 0.894 -1.937 -1.756  C10 1.180
14 H -1.041 -0.779 -0.178  C7 1.136


## iii
An isolated molecule of C4H9N. Source: the Open Molecules 2025 dataset; level of theory: ωB97M-V/def2-TZVPD.

Output
Orbital gap, eV: 10.5

Last columns: bonded neighbours and bond lengths (Å).
Element x y z (Å)
1 H -2.145 0.285 -1.240  C3 1.086
2 H -0.846 -1.645 -0.213  C6 1.112
3 C -1.902 0.251 -0.181  H1 1.086, H4 1.083, C6 1.508, H10 1.100
4 H -1.729 1.255 0.185  C3 1.083
5 H 2.522 -0.760 -0.852  C7 1.084
6 C -0.686 -0.593 0.109  H2 1.112, C3 1.508, N12 1.466, H14 1.107
7 C 1.780 -0.518 -0.100  H5 1.084, H8 1.084, N12 1.450, C13 1.475
8 H 1.810 -1.150 0.780  C7 1.084
9 H 1.010 1.211 1.073  C13 1.095
10 H -2.788 -0.149 0.335  C3 1.100
11 H 1.679 1.666 -0.558  C13 1.081
12 N 0.490 -0.104 -0.616  C6 1.466, C7 1.450, C13 1.454
13 C 1.316 0.871 0.077  C7 1.475, H9 1.095, H11 1.081, N12 1.454
14 H -0.511 -0.619 1.202  C6 1.107


## iv
A cluster of 2 separate species, C4H9N in total. Source: the Open Molecules 2025 dataset; level of theory: ωB97M-V/def2-TZVPD.

Output
Orbital gap, eV: 8.3

Last columns: bonded neighbours and bond lengths (Å).
Element x y z (Å)
1 C -1.200 -1.807 1.551  C7 1.386, H9 1.091, H11 1.083
2 H 2.891 0.208 -1.209  N4 1.017
3 H -2.371 1.179 1.782  C8 1.096
4 N 3.180 0.781 -1.998  H2 1.017, C14 1.265
5 H 2.407 1.950 -3.474  C14 1.091
6 H 0.108 -0.181 2.227  C7 1.090
7 C -0.834 -0.489 1.774  C1 1.386, H6 1.090, C8 1.492
8 C -1.723 0.544 1.167  H3 1.096, C7 1.492, H10 1.098, H13 1.095
9 H -0.605 -2.447 0.897  C1 1.091
10 H -2.552 0.008 0.686  C8 1.098
11 H -2.083 -2.255 1.991  C1 1.083
12 H 1.578 0.272 -3.112  C14 1.110
13 H -1.064 1.148 0.536  C8 1.095
14 C 2.268 1.089 -2.818  N4 1.265, H5 1.091, H12 1.110


Which of them is the most stable? Correct choice: iii.